Computed, not measured: a molecular structure, C20H25N5OSV, with wB97M-V/def2-TZVPD.

XYZ file:
```
53
Properties=species:S:1:pos:R:3:forces:R:3:lowdin_charge:R:1
V 0.09538 0.01715 0.01398 -0.066 -0.018 -0.197 0.901
C -1.00691 2.85364 0.71678 -0.029 0.022 0.096 -0.072
N -1.57444 1.50701 0.41861 -0.092 0.223 -0.132 -0.090
C -2.53688 1.51516 -0.71918 -0.074 -0.021 0.037 -0.076
C -1.89960 0.92693 -1.93458 -0.059 0.049 0.149 -0.285
N -0.79489 0.21774 -1.84447 0.273 -0.189 0.050 0.040
C -0.50859 -0.22410 -3.14394 0.000 0.032 0.001 -0.198
C 0.53624 -1.00253 -3.63083 0.017 -0.029 -0.057 -0.005
C 0.53997 -1.27139 -4.98443 -0.013 0.013 0.012 -0.053
C -0.46374 -0.78192 -5.83556 -0.006 0.002 -0.016 -0.049
C -1.50429 -0.00827 -5.36275 0.032 -0.015 0.024 0.009
C -1.49707 0.25443 -3.99903 -0.073 0.044 -0.033 -0.163
N -2.36721 0.98809 -3.18697 0.066 -0.005 0.030 0.203
C 0.48248 2.86552 0.57773 -0.107 -0.090 -0.039 -0.285
N 1.16700 1.78504 0.26100 0.036 -0.386 0.082 0.040
C 2.51585 2.16529 0.24128 -0.002 0.032 -0.026 -0.204
C 3.66530 1.43126 -0.03261 0.069 0.001 0.003 -0.007
C 4.86852 2.10462 0.03081 -0.012 0.005 0.002 -0.053
C 4.93382 3.46910 0.35468 -0.003 0.013 0.003 -0.048
C 3.79878 4.20660 0.62614 0.018 -0.047 -0.018 0.010
C 2.59502 3.51757 0.56029 -0.028 0.086 0.016 -0.163
N 1.27483 3.92767 0.76798 -0.010 -0.040 -0.034 0.202
H -1.26904 3.14692 1.73604 -0.009 -0.017 -0.006 0.145
H -1.44520 3.60730 0.06045 0.021 0.007 -0.024 0.136
H -2.11101 1.22934 1.23196 0.070 -0.050 0.021 0.109
H -2.91172 2.51998 -0.92232 -0.005 0.010 0.001 0.134
H -3.40485 0.90984 -0.44791 0.030 -0.029 -0.002 0.148
H 1.31412 -1.39148 -2.98636 -0.016 0.019 0.031 0.113
H 1.33228 -1.87504 -5.40450 0.003 -0.001 0.001 0.117
H -0.41967 -1.01946 -6.88931 0.001 -0.001 0.001 0.119
H -2.27662 0.36716 -6.01945 -0.003 0.001 -0.003 0.124
H -3.19601 1.47603 -3.48786 0.000 -0.010 -0.019 0.185
H 3.63311 0.37968 -0.28837 -0.047 0.001 0.006 0.114
H 5.78663 1.57256 -0.17586 -0.001 -0.003 -0.001 0.117
H 5.89938 3.95396 0.39049 0.000 0.000 0.000 0.120
H 3.85112 5.25790 0.87260 -0.004 0.004 0.003 0.124
H 0.97168 4.85972 1.00312 0.014 0.004 0.005 0.185
C -0.13049 -3.91634 3.28231 0.038 0.019 -0.010 -0.103
C -1.38963 -3.14801 2.92802 -0.073 -0.024 -0.004 -0.372
S -1.17095 -1.44658 2.40278 0.095 -0.213 -0.094 1.016
O -0.24192 -1.57165 1.15630 -0.055 0.630 0.049 -0.617
C -0.15032 -0.72158 3.71670 0.005 -0.059 0.123 -0.359
C 1.35241 -0.77955 3.49291 -0.036 -0.013 -0.038 -0.097
H -0.39622 -4.96498 3.40834 0.005 -0.001 0.011 0.096
H 0.31000 -3.57630 4.21807 0.002 0.020 -0.001 0.080
H 0.61073 -3.85468 2.48701 -0.006 0.002 -0.003 0.084
H -2.10626 -3.08751 3.75164 0.023 0.005 0.018 0.107
H -1.91442 -3.59551 2.08108 -0.008 0.020 -0.004 0.102
H -0.46047 -1.24180 4.62581 0.041 0.034 0.024 0.103
H -0.49223 0.31040 3.80485 -0.030 -0.011 -0.046 0.084
H 1.74822 -1.78721 3.57723 -0.003 -0.029 -0.026 0.079
H 1.83227 -0.15503 4.24518 0.008 -0.026 0.019 0.098
H 1.63213 -0.38547 2.51436 0.005 0.030 0.017 0.054
```
Forces are in eV/Å.

Output
E_HOMO (spin up / spin down): -13.5 / -13.0 eV
E_LUMO (spin up / spin down): -5.3 / -5.3 eV
Net charge: +2
2S+1: 2
Frontier orbital gap (spin up / spin down): 8.20 / 7.71 eV

Computed, not measured: a molecular structure, C44H55BN4OP2S5SbTc, with wB97M-V/def2-TZVPD.

XYZ file:
```
114
Properties=species:S:1:pos:R:3:forces:R:3:lowdin_charge:R:1
Tc -0.51629 1.05396 0.24521 -0.118 -0.029 0.039 0.783
S 1.61985 5.14196 3.42399 -0.025 0.025 0.095 -0.059
Sb 2.36469 3.26057 2.18001 0.092 -0.166 -0.066 0.531
S 0.09178 2.33130 2.02951 -0.121 0.182 0.092 -0.002
S 1.42028 1.70145 -0.71230 0.150 0.023 -0.280 0.133
S 2.22339 3.44283 4.54837 -0.035 0.066 -0.053 -0.067
C 2.27381 -4.98121 -3.51847 0.005 -0.007 -0.001 -0.069
C 1.95367 -3.57221 -3.03694 0.014 0.049 -0.001 -0.230
C 2.46202 -2.55379 -4.04891 0.017 0.024 -0.039 -0.124
N 2.05311 -1.16490 -3.74398 0.201 0.019 0.169 0.077
C 2.25822 -0.43563 -2.68001 -0.050 -0.220 -0.064 -0.626
S 1.43809 1.12930 -2.70726 0.144 0.128 0.025 0.651
N 2.98951 -0.75582 -1.60557 0.155 0.100 0.031 0.119
C 4.08689 -1.65985 -1.35523 -0.089 -0.027 -0.130 -0.370
O 4.15763 -2.11096 -0.24490 0.040 -0.055 0.100 0.128
C 5.06900 -1.87699 -2.42787 -0.002 0.034 -0.022 -0.183
C 5.32234 -0.90829 -3.39898 -0.007 0.008 0.009 -0.033
C 6.27396 -1.15115 -4.37414 0.008 -0.007 0.001 -0.045
C 6.96100 -2.35919 -4.38475 -0.012 -0.003 0.009 -0.038
C 6.71839 -3.31860 -3.40867 0.001 0.005 -0.003 -0.040
C 5.78243 -3.07480 -2.41935 -0.017 -0.001 -0.004 -0.006
H 1.93596 -5.72243 -2.79606 -0.006 -0.011 0.011 0.065
H 3.34764 -5.12051 -3.65666 0.009 0.008 -0.001 0.080
H 1.78200 -5.19420 -4.46815 -0.002 0.001 -0.007 0.089
H 2.41158 -3.40703 -2.05892 -0.004 -0.012 0.040 0.096
H 0.87756 -3.43413 -2.91268 0.088 -0.025 -0.028 0.073
H 2.03701 -2.75798 -5.03062 -0.070 0.002 0.028 0.143
H 3.54338 -2.59715 -4.15586 -0.016 -0.001 -0.013 0.107
H 1.33495 -0.79747 -4.35925 -0.069 -0.016 -0.044 0.096
H 2.78126 -0.18765 -0.78680 -0.015 -0.027 -0.047 0.044
H 4.80110 0.04133 -3.38445 -0.005 0.003 0.008 0.119
H 6.48634 -0.40043 -5.12246 0.001 0.009 -0.004 0.117
H 7.69745 -2.55006 -5.15343 0.008 0.000 -0.007 0.119
H 7.26532 -4.25096 -3.41780 0.008 -0.010 0.001 0.118
H 5.58591 -3.80208 -1.64294 0.002 -0.011 0.006 0.129
N -0.33190 -0.47295 0.95583 -0.343 0.078 -0.029 -0.375
P -0.00507 -1.57008 2.16853 0.127 0.019 -0.066 0.959
C 0.32766 -3.07979 1.29174 -0.006 -0.006 0.081 -0.321
C 1.24038 -3.99948 1.80702 -0.006 0.005 -0.015 -0.058
C 1.41409 -5.21356 1.16156 -0.006 0.007 -0.014 -0.042
C 0.67891 -5.50330 0.01940 -0.002 0.010 0.001 -0.048
C -0.22350 -4.58055 -0.49724 0.021 0.000 0.021 -0.062
C -0.40372 -3.36287 0.13603 0.020 -0.016 -0.013 -0.069
C 1.42998 -0.95094 3.01803 -0.026 0.007 0.043 -0.311
C 2.61155 -0.85726 2.27536 0.000 -0.017 -0.039 -0.094
C 3.74460 -0.31681 2.85550 -0.021 -0.006 -0.020 -0.063
C 3.70091 0.13396 4.17216 0.003 -0.005 0.029 -0.068
C 2.53261 0.03068 4.91254 0.004 -0.021 -0.015 -0.081
C 1.39081 -0.51323 4.34074 0.014 0.010 -0.040 -0.055
C -1.41414 -1.72265 3.23846 0.032 -0.045 -0.037 -0.298
C -2.04598 -2.95772 3.37980 -0.022 0.008 -0.006 -0.047
C -3.13644 -3.07019 4.22872 -0.003 0.011 0.005 -0.041
C -3.58899 -1.96076 4.92821 0.008 -0.011 -0.013 -0.035
C -2.96012 -0.72858 4.78378 0.011 -0.004 -0.007 -0.052
C -1.87330 -0.60372 3.93799 0.002 0.008 0.029 -0.109
H 1.81134 -3.77153 2.69854 -0.002 0.003 0.009 0.120
H 2.11878 -5.93389 1.55308 0.005 -0.008 0.003 0.119
H 0.81025 -6.45829 -0.47176 -0.002 -0.015 -0.005 0.117
H -0.78882 -4.80499 -1.39172 -0.008 -0.017 -0.011 0.120
H -1.10270 -2.64242 -0.27151 -0.011 0.023 0.010 0.102
H 2.66191 -1.25231 1.26676 0.006 0.009 0.048 0.075
H 4.66658 -0.26876 2.29123 0.008 -0.007 -0.007 0.119
H 4.58906 0.55342 4.62629 0.003 0.005 0.007 0.123
H 2.50726 0.36906 5.93913 0.002 -0.004 0.014 0.120
H 0.48864 -0.60045 4.92761 -0.029 -0.014 0.023 0.107
H -1.69213 -3.82355 2.83581 0.006 -0.005 -0.007 0.111
H -3.62905 -4.02524 4.34549 -0.007 -0.008 0.002 0.120
H -4.43589 -2.05569 5.59422 -0.009 -0.001 0.008 0.121
H -3.31372 0.13053 5.33735 -0.004 0.010 0.007 0.118
H -1.37713 0.35307 3.82796 0.019 0.008 -0.011 0.077
C -1.98341 3.34768 -2.55341 -0.020 0.016 0.039 -0.086
C -3.17742 3.09275 -1.61950 0.042 0.000 -0.036 -0.647
C -4.02883 4.37196 -1.60441 -0.014 -0.009 0.008 -0.066
C -4.02135 1.93922 -2.17721 0.008 0.024 0.005 -0.075
P -2.51587 2.76661 0.11846 0.054 -0.213 0.144 1.096
C -1.96179 4.41802 0.64535 -0.034 0.036 -0.037 -0.399
C -2.79333 5.30176 1.33015 0.030 -0.025 -0.030 -0.083
C -2.37271 6.59393 1.60993 0.021 0.018 0.005 -0.043
C -1.12767 7.03098 1.18634 -0.022 -0.008 0.015 -0.054
C -0.29713 6.16681 0.48635 -0.004 -0.038 0.006 -0.082
C -0.70760 4.86926 0.22909 -0.006 0.039 -0.040 -0.184
C -3.83084 2.08889 1.26865 -0.073 0.027 -0.037 -0.663
C -5.24038 2.66358 1.07112 0.021 0.010 0.018 -0.065
C -3.40884 2.32950 2.72259 0.015 0.030 -0.014 -0.093
C -3.88930 0.57523 1.01455 0.046 -0.040 0.050 -0.095
H -2.37696 3.70537 -3.50690 -0.007 -0.016 -0.005 0.102
H -1.41572 2.44226 -2.75190 0.049 -0.032 0.008 0.040
H -1.31819 4.12359 -2.17359 -0.017 0.008 -0.006 0.070
H -4.46011 4.48745 -2.60073 0.003 0.003 -0.012 0.103
H -3.43490 5.25941 -1.39317 0.012 -0.004 0.004 0.087
H -4.85384 4.32535 -0.89738 -0.011 0.021 0.007 0.070
H -4.16797 2.12324 -3.24335 -0.008 0.006 -0.006 0.103
H -5.01018 1.89608 -1.72685 -0.008 -0.012 0.038 0.074
H -3.54639 0.96814 -2.08080 0.010 0.001 -0.005 0.045
H -3.78135 5.00350 1.64250 -0.036 -0.013 0.019 0.089
H -3.02804 7.26252 2.15124 -0.007 0.003 0.002 0.118
H -0.80607 8.04171 1.39714 0.000 0.011 0.002 0.118
H 0.67248 6.50443 0.14344 0.006 -0.006 -0.006 0.116
H -0.03867 4.20390 -0.30479 -0.008 0.033 -0.002 0.045
H -5.29042 3.73861 1.22467 0.000 0.024 0.001 0.071
H -5.88929 2.20362 1.81959 0.003 -0.015 0.001 0.101
H -5.65964 2.43449 0.09598 -0.002 -0.008 -0.027 0.071
H -3.47131 3.37599 3.01088 -0.004 0.012 -0.012 0.080
H -2.39165 1.99860 2.92051 0.009 -0.015 -0.005 0.003
H -4.08922 1.76502 3.36405 0.015 -0.015 0.003 0.092
H -4.14653 0.32946 -0.01408 -0.009 -0.008 -0.024 0.072
H -4.64801 0.13790 1.66738 -0.023 0.016 -0.008 0.101
H -2.94297 0.08451 1.26092 0.016 0.005 0.007 0.036
B -1.33228 -1.42001 -3.64212 0.035 -0.002 0.044 -0.367
C -1.34161 -0.41796 -2.44029 -0.056 0.380 0.331 -0.208
N -1.26989 0.34593 -1.56930 0.030 -0.352 -0.172 -0.073
H -2.43405 -1.50513 -4.11161 0.012 0.022 0.010 0.029
H -0.53422 -0.93330 -4.42605 -0.075 -0.013 -0.080 0.018
H -0.93053 -2.46729 -3.17977 -0.051 0.024 -0.043 0.013
```
Forces are in eV/Å.

Output
E_HOMO: -12.4 eV
E_LUMO: -6.5 eV
Net charge: +2
2S+1: 1
Frontier orbital gap: 5.95 eV
ΔE to the lowest compared entry with this formula, charge and spin: 0.0 kJ/mol

Computed, not measured: 2 unconnected molecules or ions with the total composition C7H12P2 at a distorted geometry, with wB97M-V/def2-TZVPD.

XYZ file:
```
21
Properties=species:S:1:pos:R:3:forces:R:3:lowdin_charge:R:1
C -0.73303 -0.77445 0.70092 -1.065 -0.802 -0.256 -0.232
C -1.93710 -0.95110 0.47296 1.159 1.281 -0.500 -0.012
C 0.62043 -0.72315 0.64172 0.220 -0.121 -0.758 -0.439
C -4.10811 0.23761 -0.45782 0.665 -0.389 0.081 -0.096
C 4.53780 -0.06111 0.26367 0.706 -2.062 -3.515 -0.178
C -3.28729 -1.01877 -0.10055 -1.343 -1.352 3.028 -0.260
C 3.18544 -0.14978 -0.43266 -0.702 0.167 2.565 -0.459
P 1.97162 -1.53437 0.14724 0.239 0.882 0.199 0.920
P 0.11089 2.53052 0.51586 0.811 0.798 -1.072 0.628
H -3.42591 1.04589 -0.72519 -0.395 0.199 0.063 0.063
H -4.76972 -0.00313 -1.29497 0.188 0.127 0.073 0.072
H -4.73832 0.44884 0.40061 0.097 0.631 -0.067 0.066
H 5.17885 0.56782 -0.32677 0.191 0.658 -0.499 0.063
H 4.83631 0.13804 1.21182 -0.680 0.908 3.381 0.029
H 4.99764 -1.02914 0.08583 0.316 -0.461 0.031 0.059
H -3.23656 -1.68706 -0.94395 -0.048 -0.456 -0.199 0.098
H -3.90493 -1.52822 0.78853 1.052 0.475 -2.167 0.149
H 3.43179 -0.32507 -1.45145 -0.298 -0.073 -1.002 0.048
H 2.64716 0.76379 -0.24964 -0.391 0.440 -0.543 0.005
H -0.56205 1.67786 1.31729 -0.883 -0.780 0.933 -0.294
H -0.81490 2.37499 -0.56346 0.161 -0.071 0.223 -0.230
```
Forces are in eV/Å.

Output
E_HOMO (spin up / spin down): -8.4 / -7.7 eV
E_LUMO (spin up / spin down): -0.9 / -1.0 eV
2S+1: 1
Frontier orbital gap (spin up / spin down): 7.44 / 6.74 eV
ΔE to the lowest compared entry with this formula, charge and spin: 548.1 kJ/mol

Computed, not measured: 2 unconnected molecules or ions with the total composition C9H14 at a distorted geometry, with wB97M-V/def2-TZVPD.

XYZ file:
```
23
Properties=species:S:1:pos:R:3:forces:R:3:lowdin_charge:R:1
C -1.26648 1.86614 -3.30265 -2.366 -1.580 -0.484 -0.226
C 0.07689 2.46112 -3.40867 3.346 -6.904 -2.786 -0.205
H -1.86543 2.14174 -2.42629 0.256 0.598 -0.117 0.055
H -1.83300 2.20182 -4.24487 0.335 -0.971 1.481 0.087
H -1.26468 0.72636 -3.14589 0.145 1.521 -0.990 0.086
H 0.09720 3.42249 -3.21354 0.391 4.799 0.662 -0.009
H 0.48424 2.16294 -4.54015 -0.922 1.348 2.740 0.128
H 0.85518 1.87934 -2.78848 -1.180 1.176 -0.485 0.085
C 0.22719 -2.82899 0.05106 -0.498 -2.800 -4.639 -0.092
C 1.38225 0.36685 1.62945 0.588 1.264 -1.163 -0.112
C 1.37603 -0.74120 0.76932 0.029 1.267 1.115 -0.041
C 0.22468 0.78082 2.33240 0.146 -0.532 0.800 -0.119
C 0.18255 -1.53449 0.68554 3.842 0.970 0.160 -0.342
C -0.97019 0.10057 2.11384 -0.312 -0.795 -1.011 -0.067
C -0.93862 -1.04321 1.23345 -0.827 2.611 1.926 -0.071
H 2.27737 1.10512 1.57375 -1.460 -1.628 0.513 0.127
H 2.34323 -0.84351 0.23159 -1.075 -0.811 0.184 0.116
H 0.36232 1.51025 3.14858 -0.425 -0.050 -0.798 0.101
H -1.99577 0.35967 2.51386 1.625 -0.042 -0.199 0.117
H 1.09949 -3.52438 -0.05813 0.298 1.613 0.710 0.085
H -0.00420 -2.69180 -1.13575 -0.004 -0.459 2.612 0.135
H -1.87136 -1.44791 0.98425 -1.188 -1.048 -0.052 0.094
H -0.45039 -3.56789 0.47864 -0.745 0.451 -0.180 0.070
```
Forces are in eV/Å.

Output
E_HOMO: -9.0 eV
E_LUMO: 0.9 eV
2S+1: 1
Frontier orbital gap: 9.83 eV
ΔE to the lowest compared entry with this formula, charge and spin: 223.7 kJ/mol
SMILES: Cc1ccccc1.CC

> Which value of 2S+1 does entry 1 give?

2

> Which formula does entry 1 have?

C20H25N5OSV